[1]
C44H92N4O20 | the ωB97M-V functional and the def2-TZVPD basis

Values from the calculation:
HOMO (spin up / spin down)   0.358 / -7.314 eV
E_LUMO (spin up / spin down)   1.79 / 1.76 eV
DFT total energy   -94029.20843 eV
Net charge   -1
Spin multiplicity   2
Kohn-Sham gap (spin up / spin down)   1.428 / 9.078 eV

Structure (XYZ):
```
160
C44H92N4O20 | the Open Molecules 2025 dataset | the ωB97M-V functional and the def2-TZVPD basis
O 26.18 -19.62 4.68
O 15.12 -21.72 3.55
O 19.17 -9.98 5.35
O 18.96 -24.10 7.52
O 13.67 -16.61 4.80
O 15.86 -22.54 1.48
O 20.80 -9.95 6.94
O 15.46 -22.13 12.48
O 17.52 -17.48 3.21
O 16.98 -14.76 6.35
O 15.56 -14.51 11.61
O 11.54 -16.07 5.25
O 15.68 -16.61 10.71
O 19.85 -20.59 5.74
O 24.16 -20.40 3.97
O 19.54 -9.74 10.16
O 14.18 -20.32 12.03
O 20.78 -22.03 4.19
O 21.20 -15.98 9.92
O 20.91 -13.70 9.76
N 18.42 -16.43 6.85
N 17.76 -16.28 1.27
N 17.71 -22.30 8.28
N 17.82 -11.23 9.91
C 16.74 -15.30 1.49
C 17.20 -12.30 9.27
C 18.55 -11.22 5.68
C 18.99 -17.65 6.35
C 12.16 -16.62 3.03
C 19.20 -12.42 5.03
C 13.56 -21.64 13.83
C 25.45 -20.12 3.83
C 21.97 -14.84 7.96
C 14.38 -14.92 9.62
C 21.28 -14.74 9.29
C 15.71 -20.42 3.44
C 16.70 -14.68 12.33
C 14.15 -16.36 6.13
C 14.30 -23.84 2.63
C 20.88 -8.40 5.05
C 18.42 -22.99 7.37
C 21.62 -16.55 12.23
C 15.00 -19.71 11.04
C 19.51 -20.24 3.38
C 12.40 -16.40 4.51
C 26.00 -20.49 2.48
C 22.42 -23.84 4.74
C 18.18 -16.29 -0.13
C 15.34 -19.74 4.72
C 17.21 -20.99 7.93
C 23.53 -20.17 5.19
C 16.33 -15.32 13.68
C 15.24 -15.46 10.72
C 17.18 -10.82 11.22
C 19.00 -10.68 9.55
C 20.07 -20.96 4.57
C 18.03 -16.44 8.25
C 17.43 -22.85 9.62
C 17.82 -15.57 5.99
C 20.58 -16.09 11.19
C 22.88 -18.73 5.40
C 14.52 -21.35 12.69
C 13.68 -17.41 7.14
C 18.05 -17.29 2.11
C 20.26 -9.52 5.87
C 21.20 -22.94 5.20
C 16.40 -19.18 11.61
C 15.17 -22.61 2.53
H 17.77 -20.25 8.51
H 15.87 -14.59 14.34
H 20.36 -23.64 5.17
H 17.53 -15.20 11.85
H 20.28 -20.04 2.63
H 18.92 -17.05 -0.38
H 15.89 -18.80 4.72
H 17.17 -20.80 6.86
H 17.37 -12.42 8.20
H 16.40 -23.16 9.81
H 17.64 -15.48 8.59
H 22.17 -17.43 11.91
H 16.13 -12.12 9.31
H 12.72 -17.18 7.60
H 16.97 -11.67 11.87
H 11.11 -16.83 2.86
H 16.21 -21.09 8.36
H 23.64 -17.95 5.33
H 18.48 -22.41 6.44
H 18.26 -18.45 6.49
H 14.91 -24.72 2.43
H 12.79 -22.34 13.50
H 20.15 -12.70 5.48
H 15.26 -20.41 10.25
H 13.01 -20.83 14.31
H 24.03 -20.37 6.14
H 21.43 -22.54 6.18
H 13.45 -18.40 6.75
H 18.61 -15.29 -0.25
H 22.38 -15.78 12.40
H 15.76 -15.47 1.05
H 17.00 -14.29 1.15
H 19.30 -11.10 8.57
H 13.84 -15.35 6.40
H 17.83 -23.85 9.80
H 18.11 -15.75 4.94
H 17.19 -17.11 8.45
H 14.27 -15.59 8.77
H 22.73 -20.91 5.12
H 15.24 -16.36 6.10
H 20.31 -15.12 11.61
H 18.86 -16.76 8.88
H 19.26 -12.24 3.96
H 14.30 -17.54 8.03
H 16.51 -15.20 2.55
H 15.65 -20.38 5.55
H 13.86 -23.88 3.62
H 16.99 -20.01 12.00
H 14.14 -22.18 14.58
H 22.15 -18.53 4.61
H 14.40 -18.94 10.56
H 23.02 -15.10 8.05
H 16.34 -18.42 12.39
H 16.77 -20.43 3.20
H 27.05 -20.79 2.55
H 17.24 -15.61 14.20
H 19.07 -19.30 3.71
H 19.93 -17.88 6.86
H 19.36 -17.60 5.33
H 25.49 -21.31 1.97
H 22.30 -18.73 6.33
H 21.81 -8.13 5.54
H 17.67 -22.10 10.37
H 18.79 -18.00 1.71
H 16.20 -10.38 11.02
H 22.25 -24.06 3.68
H 21.89 -13.94 7.36
H 17.30 -16.42 -0.76
H 17.48 -11.20 5.47
H 18.52 -13.26 5.15
H 18.66 -11.28 6.76
H 20.34 -7.45 5.11
H 25.96 -19.53 1.96
H 22.45 -24.84 5.17
H 21.10 -8.66 4.02
H 21.50 -15.71 7.51
H 14.77 -13.93 9.35
H 21.14 -16.71 13.20
H 15.77 -16.25 13.57
H 12.80 -17.42 2.64
H 17.44 -13.23 9.80
H 12.37 -15.67 2.53
H 14.26 -19.63 4.70
H 16.98 -18.89 10.73
H 13.36 -14.77 9.96
H 19.72 -16.76 11.19
H 13.52 -23.70 1.88
H 18.69 -20.84 2.96
H 15.25 -19.96 2.57
H 23.37 -23.32 4.93
H 17.82 -10.11 11.75
H 17.20 -13.73 12.52
```

Atomic partial charges in e from the Löwdin method, atoms 1 to 99: 0.08, -0.02, 0.00, -0.03, -0.01, 0.03, 0.03, 0.07, -0.05, -0.02, 0.00, 0.12, 0.06, 0.04, 0.00, -0.02, 0.03, -0.02, -0.04, 0.12, -0.16, -0.18, -0.17, -0.17, -0.13, -0.09, -0.20, -0.07, 0.00, -0.07, 0.01, -0.54, 0.02, 0.05, -0.50, -0.23, -0.27, -0.19, 0.00, 0.01, -0.33, -0.07, -0.15, 0.01, -0.59, 0.01, -0.04, -0.21, -0.05, -0.05, -0.21, -0.05, -0.48, 0.00, -0.31, -0.50, -0.04, -0.02, -0.33, -0.25, -0.05, -0.58, -0.07, -0.37, -0.50, -0.21, -0.05, -0.48, 0.09, 0.08, 0.11, 0.11, 0.08, 0.06, 0.07, 0.07, 0.08, 0.08, 0.08, 0.07, 0.09, 0.07, 0.06, 0.08, 0.08, 0.07, 0.11, 0.08, 0.09, 0.08, 0.07, 0.09, 0.08, 0.12, 0.12, 0.07, 0.06, 0.08, 0.07

[2]
C4H8N2O | the ωB97M-V functional and the def2-TZVPD basis

Values from the calculation:
SMILES string   C1=NOCCNC1
HOMO   -9.431 eV
E_LUMO   0.61 eV
DFT total energy   -9300.35490 eV
Kohn-Sham gap   10.043 eV
Energy above the lowest of the compared OMol25 structures with the same formula, charge and spin   6.038 eV

Structure (XYZ):
```
15
C4H8N2O | the Open Molecules 2025 dataset | the ωB97M-V functional and the def2-TZVPD basis
O -1.47 0.57 -0.64
N 1.39 -0.24 -0.36
N -2.03 -0.39 0.17
C -0.95 -1.15 0.42
C 0.31 -1.22 -0.57
C 0.78 0.88 0.48
C -0.49 1.40 -0.21
H 2.04 -0.81 0.37
H -0.04 -1.12 -1.58
H -0.93 -2.05 1.16
H 1.34 1.86 0.61
H -0.12 1.86 -1.10
H -0.84 2.33 0.44
H 0.32 0.22 1.38
H 0.68 -2.14 -0.58
```

Now the Löwdin charges, all in e: -0.20, -0.08, 0.08, -0.10, -0.21, -0.20, -0.28, 0.15, 0.11, 0.13, 0.13, 0.12, 0.15, 0.14, 0.05

[3]
C2H3F3O | the ωB97M-V functional and the def2-TZVPD basis

Values from the calculation:
HOMO (spin up / spin down)   -9.732 / -9.750 eV
E_LUMO (spin up / spin down)   -0.84 / -0.84 eV
DFT total energy   -12317.39805 eV
Kohn-Sham gap (spin up / spin down)   8.891 / 8.911 eV
Energy above the lowest of the compared OMol25 structures with the same formula, charge and spin   5.381 eV

Structure (XYZ):
```
9
C2H3F3O | the Open Molecules 2025 dataset | the ωB97M-V functional and the def2-TZVPD basis
F 0.51 0.05 -0.95
F -1.96 1.20 0.28
F 0.62 -1.01 0.94
O -2.72 -0.32 -0.26
C 0.76 0.23 0.41
C -2.12 -1.11 -0.79
H 1.72 0.60 0.71
H -0.11 0.86 0.87
H -1.30 -1.50 -1.29
```

Now the Löwdin charges, all in e: -0.03, -0.41, -0.02, 0.17, -0.23, 0.19, 0.11, 0.13, 0.11